Computed, not measured: 40 unconnected molecules or ions with the total composition H80O40 in a non-equilibrium geometry, with ωB97M-V/def2-TZVPD.

Element x y z (Å)
H 0.5829 -5.7630 3.5095
H 0.5076 -4.8387 2.4597
O -0.1144 -5.2036 3.1270
H 3.4056 0.7771 0.3344
H 4.3262 0.3256 -0.7648
O 3.6669 1.0107 -0.5645
H -0.3865 -1.2437 2.0549
H -1.5522 -2.1969 1.5474
O -0.8344 -1.6069 1.2835
H -0.5660 2.4740 -1.7926
H -0.5319 3.4291 -3.0484
O -0.3594 3.3582 -2.1180
H -2.4206 -3.1902 3.4297
H -1.6574 -2.2932 4.4742
O -2.1976 -2.2907 3.6850
H 1.6825 -2.3139 0.9788
O 2.3145 -2.4373 0.2631
H -2.4609 2.6348 4.7419
O -3.0666 2.6936 5.4711
H 6.1695 2.1225 1.4200
H 4.8597 1.4055 0.9757
O 5.3517 1.7329 1.7307
H 1.5942 -4.7133 -2.7299
H 1.1965 -3.4014 -3.2241
O 1.5948 -4.2084 -3.5788
H 3.4709 1.7361 3.5047
H 2.9983 2.0313 1.8952
O 2.8281 1.8578 2.8143
H -0.6602 -0.2233 -2.2114
H -0.6430 -0.3305 -3.7555
O -0.5511 0.2963 -3.0213
H -2.1566 -2.3559 -0.7972
O -2.7036 -2.0992 -1.5561
H -3.3909 4.7811 1.0253
H -1.9596 4.4703 1.6588
O -2.8241 4.8470 1.7916
H -1.6507 0.6612 5.6220
H -0.6163 0.8815 4.4965
O -1.1934 0.2104 4.9224
H 0.5973 -4.0163 -0.7910
H 2.1866 -3.9148 -0.7319
O 1.4376 -4.4013 -1.1083
H -0.8195 -1.2407 -4.9709
H 0.0929 -2.5200 -5.0418
O 0.0598 -1.5642 -5.1308
H -1.3092 1.1145 3.4775
H -1.5236 0.2312 2.1471
O -1.5904 1.1002 2.5582
H 0.0413 0.7836 -0.3417
H -1.0574 -0.1153 -1.0562
O -0.8498 0.3968 -0.2577
H 1.4341 4.6764 -2.7260
O 1.3805 4.7406 -3.6890
H 5.9662 -1.2046 -2.7708
H 5.1407 -1.7520 -1.6440
O 5.9702 -1.2882 -1.8161
H -4.6687 -2.9593 0.0391
O -4.5393 -2.2756 0.7065
H -4.9154 0.0670 1.4617
H -4.5572 0.2471 0.0559
O -4.4124 0.6764 0.9032
H -1.8033 1.8840 -0.0156
H -2.1097 2.1245 1.4203
O -2.4034 2.4346 0.5278
H 2.2603 4.9237 3.1937
H 3.4256 5.1235 2.1524
O 2.9462 4.4852 2.6855
H -0.3177 2.1050 2.6254
H 1.1438 2.1749 3.2283
O 0.2492 1.7840 3.3248
H -3.4384 -3.6071 -1.2389
H -4.6655 -4.4719 -1.2567
O -3.8524 -4.3799 -0.7361
H -3.6236 4.3060 -2.3818
H -3.2081 3.4681 -1.2734
O -3.6974 3.3856 -2.1111
H 5.9573 -1.3404 0.0479
H 5.9311 -0.9911 1.5064
O 5.5287 -0.7477 0.6655
H 0.1258 4.9126 -0.6453
H 1.2495 5.6154 -0.9875
O 1.0532 4.9059 -0.3495
H -0.0037 -6.6114 -0.9921
H -1.4049 -6.1668 -1.2438
O -0.8849 -6.9747 -1.1434
H -1.8726 -5.3445 2.1439
H -3.0995 -4.7800 1.2293
O -2.6939 -4.8477 2.0989
H 3.4288 3.9060 -0.3693
O 4.3242 3.5466 -0.3261
H 2.3904 1.1683 -1.5273
H 1.3832 2.3031 -0.9194
O 1.5595 1.3703 -1.0904
H 0.4851 4.4735 -3.8672
H 2.7457 -1.5741 0.3034
H -4.0774 -2.2915 1.5430
H -3.9820 2.5759 5.2155
H -3.5579 -1.8383 -1.1938
H 4.9093 4.3021 -0.3941
O 1.5050 -0.3465 1.6334
H 2.1987 -0.3636 2.3032
H 1.6981 0.3592 1.0090
O 0.2058 -2.2788 -1.0282
H 0.8652 -1.6197 -0.7812
H -0.1791 -2.5167 -0.1550
O -3.0601 -1.7241 -5.4278
H -3.4938 -2.0779 -4.6437
H -3.2331 -0.7768 -5.3736
O 3.8262 4.6175 -2.1348
H 4.7536 4.4345 -1.9818
H 3.5507 4.4994 -3.0492
O 4.8898 -3.8281 -2.4318
H 3.9499 -3.9123 -2.6412
H 5.0842 -3.7762 -1.5042
O -4.7209 0.5564 -3.5059
H -4.7710 1.3403 -2.9379
H -4.8133 -0.2143 -2.9415
O -4.3549 2.2229 3.1070
H -3.4412 2.3888 2.8671
H -4.7800 2.2882 2.2434

Atoms 1-3, force components in eV/Å:
H -0.72 -0.38 0.64
H -0.95 0.54 -0.17
O 1.71 -0.15 -0.53

Properties
* <S²>: 0.7512
* E_HOMO (spin up / spin down): -0.568 / -8.226 eV
* energy above the lowest of the compared OMol25 structures with the same formula, charge and spin: 151.00 kcal/mol
* multiplicity: 2
* lowest unoccupied orbital energy (spin up / spin down): 1.51 / 1.47 eV
* frontier orbital gap (spin up / spin down): 2.0744 / 9.6944 eV
* charge: -1

---

Computed, not measured: 5 unconnected molecules or ions with the total composition C13H33NO6S3 in a non-equilibrium geometry, with ωB97M-V/def2-TZVPD.

Element x y z (Å)
C 1.1736 -2.0303 2.5306
S 2.2780 -3.0186 3.5727
O 3.3211 -3.6071 2.6490
C 1.2315 -4.4119 4.1253
H 0.3375 -1.7212 3.1534
H 0.8325 -2.5882 1.6638
H 1.8862 -1.2432 2.2961
H 1.0578 -5.0901 3.2899
H 0.3628 -3.9863 4.6200
H 1.8551 -4.9812 4.8137
C -1.0714 2.1079 -4.8474
S 0.1415 1.8503 -6.1339
O 0.5440 0.3979 -6.1003
C -1.0559 2.0831 -7.4972
H -0.7182 2.2916 -3.8334
H -1.7258 1.2312 -4.7966
H -1.7761 2.9224 -5.0340
H -1.8778 1.3790 -7.3608
H -0.5716 1.8848 -8.4455
H -1.4183 3.0871 -7.2875
C -1.9994 1.4000 0.8565
S -0.4528 0.4553 0.5619
O -0.9029 -0.9688 0.3987
C -0.2376 0.9839 -1.1860
H -1.8964 1.8620 1.8431
H -2.8813 0.7798 0.7654
H -1.9792 2.2887 0.2219
H -0.0431 2.0460 -1.2914
H -1.0801 0.5788 -1.7535
H 0.5276 0.3189 -1.5986
C 3.7797 -0.2082 -5.2929
O 4.7007 -0.6026 -5.9690
N 3.7044 1.0172 -4.7200
C 4.7122 2.0230 -4.8691
C 2.6205 1.3379 -3.8102
H 2.8903 -0.8153 -5.0774
H 5.1890 2.3545 -3.9375
H 4.2595 2.9153 -5.3151
H 5.5669 1.7072 -5.4649
H 1.8551 0.5706 -3.9474
H 2.9672 1.3422 -2.7783
H 2.0903 2.2446 -4.1085
O -4.3501 -0.5329 5.5592
C -3.7153 -1.1882 6.3474
O -2.4852 -0.8939 6.7393
C -1.9867 0.3751 6.2816
C -1.1734 0.2459 5.0080
C -4.2422 -2.4734 6.8907
H -1.3573 0.8188 7.0511
H -2.8345 1.0383 6.1302
H -1.8003 0.0822 4.1294
H -0.2837 -0.3740 4.9762
H -0.8411 1.2858 4.8684
H -3.8208 -3.3726 6.4300
H -5.3068 -2.6207 6.7321
H -3.9997 -2.5784 7.9509

Atoms 1-3, force components in eV/Å:
C 0.44 -0.96 0.68
S 0.80 -0.85 -0.36
O -0.81 0.42 0.66

Properties
* E_HOMO: -8.554 eV
* energy above the lowest of the compared OMol25 structures with the same formula, charge and spin: 8.23 kcal/mol
* multiplicity: 1
* lowest unoccupied orbital energy: 0.16 eV
* frontier orbital gap: 8.7127 eV

---

Computed, not measured: 2 unconnected molecules or ions with the total composition C3H10S, with ωB97M-V/def2-TZVPD.

Element x y z (Å)
C -0.8720 -0.3183 -1.2084
C -0.9342 0.3378 0.1617
C -0.7269 -0.6688 1.2935
H 0.1115 -0.7599 -1.3894
H -1.0677 0.3887 -2.0134
H -1.5911 -1.1358 -1.2776
H -1.9054 0.8192 0.2935
H -0.1937 1.1388 0.2356
H -0.8108 -0.1791 2.2641
H -1.4596 -1.4732 1.2179
H 0.2587 -1.1353 1.2187
S 2.8576 0.9697 -0.8438
H 2.3189 0.6591 0.3431
H 4.0147 1.3570 -0.2957

Atoms 1-3, force components in eV/Å:
C 0.19 -0.10 -0.02
C -0.08 -0.06 0.14
C 0.13 0.16 -0.28

Properties
* E_HOMO: -9.814 eV
* energy above the lowest of the compared OMol25 structures with the same formula, charge and spin: 0.00 kcal/mol
* multiplicity: 1
* lowest unoccupied orbital energy: 0.88 eV
* frontier orbital gap: 10.6899 eV

---

Computed, not measured: C4H7BN2O in the gas phase in a non-equilibrium geometry, with ωB97M-V/def2-TZVPD.

Element x y z (Å)
C -1.6241 0.8338 -0.1425
B -0.6013 -0.3373 -0.2478
O -1.0610 -1.8245 -0.3025
C 0.9340 -0.2376 0.0089
C 1.7583 0.8864 0.4259
N 3.0160 0.5475 0.4864
N 3.0331 -0.7308 0.0247
C 1.7810 -1.2456 -0.2522
H -1.4107 1.6008 -0.8867
H -1.2800 1.2872 0.8505
H -2.7691 0.5950 -0.2312
H -1.9917 -2.0671 -0.4482
H 1.2440 1.7488 0.8449
H 3.9209 -1.1867 -0.0070
H 1.5688 -2.3317 -0.4948

Atoms 1-3, force components in eV/Å:
C -0.98 0.08 0.43
B -1.30 -4.02 0.67
O 1.12 3.09 -0.13

Properties
* E_HOMO: -9.561 eV
* energy above the lowest of the compared OMol25 structures with the same formula, charge and spin: 5.59 kcal/mol
* multiplicity: 1
* lowest unoccupied orbital energy: 0.58 eV
* frontier orbital gap: 10.1359 eV

---

energy above the lowest of the compared OMol25 structures with the same formula, charge and spin of number 2 (C13H33NO6S3)?
8.23 kcal/mol